# C2H2N4

C2H2N4 in the gas phase at a distorted geometry (the ωB97M-V functional and the def2-TZVPD basis, the Open Molecules 2025 dataset).

```
8
Properties=species:S:1:pos:R:3:forces:R:3:nbo_charge:R:1
C -0.91488 -0.64333 -0.42428 0.1 0.0 -0.1 0.640
N -1.88862 -0.29222 -1.08025 0.3 -0.2 0.2 -0.698
N 0.94813 2.12851 0.37884 0.3 -1.2 0.1 -0.005
N 1.13261 1.00082 0.43305 -0.2 1.1 -0.1 0.024
C 1.21245 -0.29134 0.47465 0.2 0.1 0.0 -0.084
N 0.12504 -1.06612 0.06619 -0.6 0.2 -0.3 -0.499
H -2.75791 -0.08175 -0.60560 0.1 0.0 0.1 0.395
H 2.14319 -0.75458 0.75741 -0.1 0.1 0.0 0.227
```
Positions in Å, forces in eV/Å.

Calculated values
ΔE to the lowest compared entry with this formula, charge and spin	213.77	kJ/mol
orbital gap	8.7	eV
max |F|	0.0235	hartree/bohr
E_tot	-8063.9163	eV
HOMO level	-0.301	Eh

***

# C24H27F5MnN6PS3Se

A molecular structure, C24H27F5MnN6PS3Se at a distorted geometry (the ωB97M-V functional and the def2-TZVPD basis, the Open Molecules 2025 dataset).

```
68
Properties=species:S:1:pos:R:3:forces:R:3:nbo_charge:R:1
Mn 0.62364 0.75359 -0.08585 0.9 0.5 -0.7 1.112
C 5.59008 -1.78461 -0.33719 -0.1 -0.1 0.0 -0.411
N 4.53970 -0.92770 0.20199 0.0 0.1 0.2 -0.294
C 4.66404 -0.18239 1.34120 0.0 -0.1 -0.2 -0.047
C 3.49084 0.48930 1.49985 -0.1 -0.1 -0.1 -0.068
N 2.65075 0.15979 0.47182 -0.7 0.3 -0.1 -0.552
C 3.31066 -0.69395 -0.30091 -0.1 0.1 -0.2 0.071
P 2.73381 -1.33868 -1.88957 0.0 -0.2 -0.3 0.776
C 1.08648 -1.92527 -1.39948 0.0 0.2 0.1 0.079
N 0.20291 -1.24418 -0.67583 -0.1 0.1 -0.2 -0.596
C -0.92360 -2.01246 -0.59998 0.2 -0.1 0.1 -0.068
C -0.70716 -3.17256 -1.27935 0.0 0.1 0.0 -0.044
N 0.56177 -3.10514 -1.77801 -0.2 -0.1 0.0 -0.296
C 1.18370 -4.14652 -2.59030 0.1 -0.1 0.1 -0.410
C 2.22300 0.24473 -2.64423 0.1 -0.1 0.4 0.088
N 1.49652 1.19005 -2.04910 -0.2 -0.4 0.6 -0.557
C 1.39128 2.21715 -2.94409 0.0 0.0 0.1 -0.062
C 2.06773 1.88987 -4.07854 0.1 -0.2 0.0 -0.047
N 2.58583 0.64020 -3.87878 -0.1 0.1 0.0 -0.298
C 3.38650 -0.11422 -4.84131 -0.1 0.0 0.0 -0.409
H 6.07364 -2.29659 0.49297 0.0 0.0 -0.1 0.239
H 6.31670 -1.18165 -0.87776 0.0 -0.1 0.0 0.230
H 5.14746 -2.52401 -1.00492 0.1 0.1 0.1 0.228
H 5.56273 -0.19435 1.92356 0.1 0.0 0.1 0.247
H 3.20871 1.17080 2.27535 0.0 0.1 0.1 0.243
H -1.78650 -1.71214 -0.03821 -0.1 0.1 0.1 0.233
H -1.33384 -4.02195 -1.45197 -0.1 -0.2 0.0 0.246
H 0.55414 -5.03074 -2.52815 0.1 0.0 0.0 0.241
H 2.17173 -4.38270 -2.19767 -0.1 0.0 -0.1 0.230
H 1.25510 -3.82682 -3.62764 0.0 0.0 0.0 0.225
H 0.84901 3.11896 -2.73100 -0.1 0.0 0.0 0.231
H 2.21981 2.42038 -4.99571 0.0 0.1 -0.2 0.247
H 3.27292 0.35221 -5.81768 0.0 -0.1 0.1 0.242
H 3.02350 -1.13945 -4.89140 0.1 0.1 0.0 0.225
H 4.43430 -0.09918 -4.55016 0.0 0.0 0.0 0.229
C -3.67104 2.96491 2.83680 0.1 -0.3 0.1 -0.551
C -2.65298 4.09471 2.92608 0.0 0.2 0.0 -0.563
S -0.93662 3.62671 2.60309 0.1 -0.2 0.1 0.443
C -0.57171 4.28371 0.97091 0.1 0.1 -0.3 -0.561
C -1.54148 3.97078 -0.16466 -0.2 0.0 0.4 -0.552
S -1.43640 2.27678 -0.81657 0.8 -0.1 -0.2 0.215
C -3.11429 1.61018 -0.83057 0.0 -0.1 -0.1 -0.517
C -3.80645 1.33165 0.48905 0.0 -0.2 0.1 -0.565
S -4.52257 2.80846 1.25174 -0.2 0.1 0.0 0.230
H -4.44686 3.14177 3.58106 0.0 0.0 0.0 0.256
H -3.20564 2.00325 3.07638 -0.1 0.1 0.1 0.234
H -2.61988 4.49747 3.93997 -0.1 0.0 0.0 0.259
H -2.91260 4.91872 2.25864 0.0 0.0 0.1 0.246
H 0.43720 3.90433 0.76893 -0.1 0.1 -0.1 0.232
H -0.47624 5.37082 1.06692 -0.1 -0.1 0.0 0.262
H -1.35138 4.65128 -0.99366 0.0 0.0 0.0 0.249
H -2.58200 4.10733 0.15501 0.2 0.0 -0.1 0.267
H -2.99202 0.68702 -1.40278 0.0 0.0 0.0 0.245
H -3.70462 2.28521 -1.45391 0.0 0.0 0.0 0.252
H -3.14996 0.82450 1.20228 -0.1 0.1 -0.1 0.240
H -4.63796 0.65676 0.27285 0.0 0.0 0.1 0.248
F 1.30313 -0.88561 7.51146 -0.3 0.3 -0.9 -0.257
C 0.91205 -0.50710 6.28976 0.2 -0.2 0.6 0.327
C 1.58884 0.51345 5.62792 0.1 0.0 0.1 0.263
F 2.62055 1.11557 6.21630 -0.3 -0.1 -0.2 -0.266
C 1.17366 0.88983 4.36014 0.2 0.1 0.3 0.390
F 1.83409 1.89877 3.76002 -0.3 -0.2 0.1 -0.310
C 0.10000 0.27097 3.72848 0.3 0.0 0.1 -0.430
Se -0.54318 0.80217 2.05107 -0.4 0.0 -0.1 0.096
C -0.57029 -0.73806 4.41363 -0.1 -0.3 0.4 0.406
F -1.61473 -1.36872 3.86173 0.3 0.3 0.1 -0.292
C -0.17167 -1.13390 5.68466 -0.2 -0.2 0.1 0.265
F -0.81666 -2.10931 6.32732 0.3 0.4 -0.3 -0.263
```
Positions in Å, forces in eV/Å.

Calculated values
ΔE to the lowest compared entry with this formula, charge and spin	62.48	kJ/mol
multiplicity	5
orbital gap (spin up / spin down)	7.7 / 6.1	eV
max |F|	0.0248	hartree/bohr
E_tot	-186301.3223	eV
HOMO level (spin up / spin down)	-0.484 / -0.496	Eh
<S²>	6.061
charge	+2

***

# C9H11BrN2O

C9H11BrN2O in the gas phase at a distorted geometry (the ωB97M-V functional and the def2-TZVPD basis, the Open Molecules 2025 dataset).

```
24
Properties=species:S:1:pos:R:3:forces:R:3:nbo_charge:R:1
C -0.74915 1.23839 2.60512 2.3 0.0 1.6 -0.649
C 0.02932 1.08626 1.33858 2.5 -1.1 -1.0 -0.434
C -0.79154 0.33203 0.24483 -0.2 2.3 2.1 -0.150
Br -2.13961 1.60834 -0.43246 0.2 0.3 0.0 0.022
C -1.64269 -0.71972 0.92824 1.9 -3.1 -0.1 0.665
N -0.86450 -1.65538 1.65395 -2.3 0.7 -1.0 -0.844
O -2.80605 -0.87722 0.70708 -0.8 -0.2 0.4 -0.564
C 0.14753 -0.03703 -0.82452 -0.6 -1.3 -2.3 0.179
C -0.22912 0.06264 -2.16021 2.4 -0.6 0.6 -0.222
C 0.69533 -0.19187 -3.14154 1.8 -0.4 0.4 -0.158
C 2.02213 -0.59987 -2.82440 -3.9 0.7 3.3 -0.239
C 2.23524 -0.80588 -1.43118 1.8 0.0 -2.1 0.055
N 1.32216 -0.54900 -0.52890 0.5 0.0 1.8 -0.456
H -0.61484 0.49720 3.39794 -0.4 -1.1 -0.9 0.223
H -1.72590 1.38850 2.32794 -2.6 0.4 0.1 0.220
H -0.41631 2.00589 3.26737 0.2 1.7 -0.3 0.227
H 0.44408 1.98289 0.83360 -0.8 0.1 0.6 0.233
H 1.02245 0.51465 1.42819 -1.6 0.4 0.3 0.241
H 0.06848 -1.47254 1.88530 1.3 0.2 0.2 0.397
H -1.28535 -2.52641 1.95922 0.0 0.5 -0.1 0.407
H -1.11086 0.42422 -2.51443 -2.5 0.9 -0.3 0.228
H 0.32777 0.03541 -4.11416 0.4 -0.2 -1.0 0.214
H 2.77307 -0.63209 -3.50068 2.2 -0.4 -2.0 0.213
H 3.28837 -1.10941 -1.10489 -1.7 0.3 -0.2 0.194
```
Positions in Å, forces in eV/Å.

Calculated values
ΔE to the lowest compared entry with this formula, charge and spin	0.00	kJ/mol
orbital gap	10.0	eV
max |F|	0.1003	hartree/bohr
E_tot	-84580.8313	eV
HOMO level	-0.346	Eh
SMILES	CC[C@](Br)(C(N)=O)c1ccccn1

***

# C30H45NO3P2STb

A molecular structure, C30H45NO3P2STb at a distorted geometry (the ωB97M-V functional and the def2-TZVPD basis, the Open Molecules 2025 dataset).

```
83
Properties=species:S:1:pos:R:3:forces:R:3:mulliken_charge:R:1
Tb -1.99432 0.06595 -1.17643 0.8 -0.8 4.2 -0.810
C -0.24276 -0.33276 0.86543 -1.1 0.2 0.7 1.213
C -1.04920 0.76656 1.31172 -0.1 -0.8 -0.2 1.318
C -2.37976 -1.11705 1.28225 0.8 0.3 -0.1 0.612
C -1.06483 -1.49418 0.88430 -0.4 0.9 0.0 0.621
C -2.35797 0.26979 1.60922 0.6 0.0 -0.8 -0.626
C 1.23607 -0.37488 0.75938 0.5 -0.1 -0.4 -1.300
H 1.65587 0.63165 0.67437 0.0 -0.3 0.2 0.520
H 1.52769 -0.93926 -0.13625 0.1 0.2 0.3 0.065
H 1.69134 -0.88269 1.62814 -0.2 0.2 -0.2 0.339
C -0.54176 -2.87729 0.83747 0.3 -0.7 -0.5 -1.588
H 0.32606 -2.94872 0.16369 -0.2 -0.1 0.3 0.259
H -1.30294 -3.58391 0.47954 0.2 0.0 0.2 0.401
H -0.21164 -3.20356 1.84151 -0.2 0.1 -0.4 0.357
C -3.50123 -2.06915 1.46803 -0.4 -0.5 0.1 -1.907
H -3.39096 -2.68035 2.38189 0.0 0.2 -0.3 0.297
H -3.56215 -2.76102 0.61459 -0.1 0.1 0.3 0.267
H -4.44644 -1.52723 1.54431 0.0 -0.2 0.0 0.391
C -3.47068 1.06924 2.20234 -0.3 0.3 0.1 -0.995
H -3.33228 1.31269 3.26837 0.1 -0.3 -0.3 0.322
H -4.41869 0.52334 2.09168 0.2 0.3 0.1 0.264
H -3.56291 2.04034 1.69776 -0.1 -0.2 0.3 0.325
C -0.57685 2.15436 1.56921 0.1 0.7 0.1 -1.288
H -0.67955 2.45199 2.62421 0.1 -0.2 -0.2 0.465
H -1.15836 2.88664 0.98380 0.2 -0.1 0.4 0.069
H 0.47354 2.29205 1.27431 -0.3 -0.1 0.1 0.303
C 3.54268 2.14740 -2.77136 0.5 0.4 -0.2 -0.647
C 3.85044 3.44059 -2.62502 0.3 0.0 -0.1 -0.759
C 2.86351 4.57784 -2.73096 -0.1 0.2 0.0 -0.682
C 1.76589 4.41524 -3.81983 -0.4 0.6 -1.0 -1.107
C 0.37163 3.96028 -3.23578 0.5 0.4 0.5 -0.211
C 0.43167 3.33395 -1.88194 -1.5 -2.1 1.2 -2.180
C 1.20972 2.01026 -1.72910 0.0 0.5 0.1 1.738
C 2.14598 1.61259 -2.88750 -0.3 -0.6 0.3 -0.179
H 3.43098 5.52040 -2.87378 -0.4 -0.5 -0.3 0.491
H 2.07546 3.79514 -4.67215 0.3 0.0 0.4 0.286
H 2.36577 4.72955 -1.76942 0.0 0.0 0.0 0.293
H 1.68572 1.91231 -3.83446 0.3 -0.2 0.3 -0.246
H 4.33476 1.40260 -2.84931 0.0 0.2 0.3 0.472
H 4.88532 3.78394 -2.44854 -0.5 -0.6 -0.2 0.392
H 2.15704 0.50846 -2.89124 0.3 0.4 -0.2 0.113
H 1.77014 1.99472 -0.76913 -0.3 0.1 -0.7 0.709
H 0.57107 4.00458 -1.02007 0.0 -0.1 -0.5 0.766
H 0.50117 1.14277 -1.62027 0.0 0.4 0.0 -1.503
H 1.60302 5.40813 -4.28427 0.1 -0.4 0.2 0.586
H -0.15797 4.91786 -3.14686 -0.2 -0.4 0.0 0.818
P -0.84985 2.88664 -4.13519 1.3 1.4 -1.3 1.455
C -0.01428 1.86791 -5.33128 -0.2 -0.5 -1.0 -1.689
C -1.82787 4.07848 -5.11201 -0.1 -0.1 0.0 -1.475
P -1.63425 2.64983 -1.45321 1.9 1.0 0.4 1.878
C -1.93715 1.86281 -3.16328 -0.1 0.2 -0.3 -1.177
C -2.12957 4.42841 -1.45718 -0.4 0.6 0.2 -1.332
C -3.46688 2.23375 -0.86561 -0.9 -0.5 -0.1 -1.675
H 0.22729 0.84783 -4.98435 -0.1 0.5 -0.1 0.431
H 0.88823 2.38890 -5.67600 -0.2 -0.3 0.0 0.459
H -0.71672 1.80342 -6.18081 0.4 -0.2 0.2 0.584
H -1.93140 3.64693 -6.10192 -0.3 0.0 -0.2 0.471
H -1.27190 5.01969 -5.22356 -0.1 -0.3 0.2 0.410
H -2.82719 4.27928 -4.70482 0.3 0.0 0.0 0.407
H -3.80437 3.13572 -0.32791 0.0 -0.7 -0.2 0.463
H -3.50209 1.40999 -0.13256 -0.4 0.4 0.1 0.488
H -4.18095 1.97997 -1.65006 -0.4 0.3 0.0 0.344
H -1.69962 0.74512 -3.28180 0.0 1.6 -0.5 0.461
H -2.98314 2.02652 -3.48610 0.6 0.0 0.0 0.539
H -2.26398 4.68215 -0.39153 -0.1 -0.1 -0.3 0.541
H -3.08025 4.56090 -1.97474 -0.1 0.1 0.2 0.456
H -1.42418 5.16777 -1.85456 -0.1 -0.5 0.1 0.216
O -2.97150 -1.80669 -2.01391 1.4 -1.2 -0.9 -0.810
C -1.82449 -2.32184 -2.31462 0.2 1.4 0.4 1.118
N -0.71551 -1.52624 -2.32598 -0.6 -0.4 -1.0 -0.070
S 0.66290 -2.34163 -2.86835 -0.3 0.7 0.6 1.006
O 1.70468 -2.27377 -1.86628 -0.6 0.0 -1.0 -0.642
O 0.93942 -1.90086 -4.21774 -0.2 -0.4 0.9 -0.712
C -0.14647 -3.90221 -2.73659 0.3 -1.2 0.1 0.707
C 0.45257 -5.15884 -2.64759 -0.4 0.3 -0.5 -0.832
C -0.37258 -6.24903 -2.34051 -0.2 0.3 0.1 -0.561
C -1.73625 -6.07958 -2.04835 0.1 0.1 -0.3 -0.584
C -2.30537 -4.81558 -2.12495 0.0 0.7 -0.4 -0.573
C -1.49925 -3.73652 -2.48565 0.0 -0.7 0.4 -0.166
H 1.51315 -5.27224 -2.86842 -0.3 -0.1 0.2 0.488
H 0.03929 -7.24907 -2.32184 0.1 0.0 0.1 0.415
H -2.36420 -6.93134 -1.79326 0.3 0.1 0.0 0.437
H -3.35157 -4.57462 -1.94733 0.1 -0.4 0.2 0.477
```
Positions in Å, forces in eV/Å.

Calculated values
ΔE to the lowest compared entry with this formula, charge and spin	0.00	kJ/mol
multiplicity	7
orbital gap (spin up / spin down)	6.4 / 6.5	eV
max |F|	0.0853	hartree/bohr
E_tot	-91312.3107	eV
HOMO level (spin up / spin down)	-0.345 / -0.345	Eh
<S²>	12.719
charge	+1

***

# C10H10AlNO3S

A molecular structure, C10H10AlNO3S (the ωB97M-V functional and the def2-TZVPD basis, the Open Molecules 2025 dataset).

```
26
Properties=species:S:1:pos:R:3:forces:R:3:nbo_charge:R:1
Al -0.79781 0.56391 -0.38649 0.3 -0.3 0.1 1.732
N -1.93899 2.27331 -3.71160 -0.1 0.3 -0.1 -0.746
C -1.61392 1.99629 -2.46429 0.4 -0.4 0.4 0.720
O -0.81966 1.04311 -2.22961 -0.2 0.1 -0.1 -0.719
C -2.14906 2.76745 -1.29094 0.0 -0.1 0.0 -0.503
C -2.33182 1.75756 -0.13423 -0.2 0.3 -0.1 -0.992
H -1.54373 1.72783 -4.46116 0.0 0.0 0.0 0.423
H -2.54773 3.04566 -3.92215 0.0 -0.1 0.0 0.413
H -3.02240 3.36069 -1.56919 -0.1 0.0 0.0 0.213
H -1.34860 3.46741 -1.02574 0.0 0.1 0.0 0.253
H -3.27036 1.21320 -0.27178 0.0 0.0 0.0 0.227
H -2.39462 2.27348 0.82130 0.0 0.0 0.0 0.243
O 2.57950 1.18468 1.45371 0.0 0.0 0.0 -0.598
C 1.68181 0.51213 1.00948 0.1 -0.3 -0.1 0.803
O 0.73134 1.04172 0.26327 -0.1 0.2 0.0 -0.905
C 1.63241 -0.98557 1.27030 -0.1 0.2 0.0 -0.223
C 2.70414 -1.45849 2.03457 0.0 0.0 0.0 -0.142
C 2.83789 -2.78905 2.37420 0.0 0.0 0.0 -0.240
C 1.87063 -3.68949 1.94650 0.0 0.0 0.0 -0.202
C 0.80155 -3.24592 1.19672 0.0 0.0 0.0 -0.185
C 0.65420 -1.89902 0.83733 0.1 -0.1 0.1 -0.114
S -0.82351 -1.62244 -0.12599 0.0 0.1 0.0 -0.336
H 3.43485 -0.72888 2.35515 0.0 0.0 0.0 0.242
H 3.68250 -3.12086 2.96451 0.0 0.0 0.0 0.214
H 1.94659 -4.74085 2.19640 0.0 0.0 0.0 0.212
H 0.04481 -3.94786 0.86973 0.0 0.0 0.0 0.209
```
Positions in Å, forces in eV/Å.

Calculated values
orbital gap	8.0	eV
max |F|	0.0125	hartree/bohr
E_tot	-35602.1037	eV
HOMO level	-0.291	Eh

***

# C3H5O2S

2 unconnected molecules or ions with the total composition C3H5O2S at a distorted geometry (the ωB97M-V functional and the def2-TZVPD basis, the Open Molecules 2025 dataset).

```
11
Properties=species:S:1:pos:R:3:forces:R:3:nbo_charge:R:1
C -0.73994 1.81194 -2.14628 -0.4 -2.8 3.5 -0.353
C -0.84550 1.12019 -1.11741 1.2 2.9 -5.7 0.064
C -1.08277 0.59916 0.14468 -0.7 -0.6 3.4 -0.741
O 0.29595 -2.05480 1.07082 1.3 0.4 0.0 -1.072
O 2.27395 -0.53629 1.65480 -0.7 -1.5 -0.6 -1.050
S 1.73447 -1.65356 0.76613 0.0 -0.4 0.7 1.309
H -0.60087 2.11525 -3.13642 0.1 0.4 -0.7 0.217
H 2.48988 -2.97811 1.21947 -0.7 1.5 -0.1 -0.174
H -1.95649 1.25646 0.39052 0.3 -0.9 0.8 0.226
H -0.24105 0.81789 0.87203 -0.9 -0.3 -0.8 0.278
H -1.32763 -0.49813 0.28165 0.4 1.3 -0.5 0.296
```
Positions in Å, forces in eV/Å.

Calculated values
ΔE to the lowest compared entry with this formula, charge and spin	376.45	kJ/mol
orbital gap	6.9	eV
max |F|	0.1264	hartree/bohr
E_tot	-18120.1261	eV
HOMO level	-0.117	Eh
charge	-1

***

Which of these has the highest E_tot?
C2H2N4